Record 1
The following is a DFT calculation (ωB97M-V with the def2-TZVPD basis set) of a molecular structure, C32H32Cl2N4O5PdSb at a distorted geometry.

Computed properties:
LUMO energy ... -5.73 eV
Kohn-Sham gap ... 5.01 eV
HOMO ... -10.745 eV
Max |F| ... 0.05773 hartree/bohr
ΔE to the lowest compared entry with this formula, charge and spin ... 0.0 kJ/mol

Structure (ORCA input):
```
! wB97M-V def2-TZVPD RIJCOSX def2/J DEFGRID3
* xyz 1 1
Pd 0.15412 -1.39682 -0.34493
C 1.01478 -4.76994 -1.02721
C 0.79335 -4.34953 0.38982
C 1.36648 -5.04599 1.45120
C 1.06722 -4.68942 2.75077
C 0.13021 -3.68480 2.97758
C -0.40212 -3.02163 1.88873
N -0.03375 -3.32242 0.62523
Sb -2.23093 -1.87614 2.10838
C -2.76629 -2.31000 0.06470
C -3.99683 -2.86471 -0.22094
C -4.35684 -3.05916 -1.55140
C -3.47822 -2.68217 -2.54209
C -2.24073 -2.13820 -2.19695
C -1.23559 -1.74006 -3.23239
N -1.90376 -1.98172 -0.91570
C -1.95079 0.23640 1.66352
C -2.21332 1.16612 2.66335
C -2.29513 2.50852 2.30841
C -2.19732 2.84790 0.97277
C -1.99831 1.84333 0.02440
C -2.06439 2.15016 -1.44178
N -1.81994 0.57158 0.38515
H 2.04125 -5.09516 -1.19188
H 0.78686 -3.96057 -1.71391
H 0.36087 -5.61841 -1.24314
H 2.03944 -5.86561 1.23990
H 1.52317 -5.21198 3.58166
H -0.19354 -3.44937 3.98264
H -4.67773 -3.12587 0.57816
H -5.31807 -3.48898 -1.80097
H -3.72685 -2.80437 -3.58718
H -1.68985 -1.69753 -4.21984
H -0.40792 -2.45259 -3.25694
H -0.79908 -0.76966 -2.99164
H -2.36927 0.85608 3.68907
H -2.46807 3.27005 3.05860
H -2.29578 3.87679 0.65261
H -1.90270 3.21195 -1.62709
H -3.06047 1.89427 -1.81129
H -1.33922 1.55850 -1.99912
O 3.04536 -1.40785 2.09870
C 3.18977 -1.56566 0.87931
C 4.55922 -1.61825 0.24552
C 4.29159 -1.98182 -1.20401
C 2.78334 -2.02293 -1.29685
O 2.17543 -2.27111 -2.30313
N 2.20682 -1.75755 -0.03953
H 5.18695 -2.32416 0.78668
H 5.00839 -0.63116 0.36104
H 4.69415 -2.94992 -1.49920
H 4.66594 -1.24828 -1.91627
C 0.25767 5.21224 -2.23625
C 0.22424 5.07693 -0.73683
C -0.68414 5.82487 0.01147
C -0.67532 5.77778 1.39358
Cl -1.83532 6.71152 2.28911
C 0.25113 5.00648 2.07426
C 1.14195 4.24047 1.34285
C 1.11567 4.25825 -0.04309
O 2.04520 3.47424 -0.69661
C 1.50398 2.42012 -1.45865
C 1.19348 1.19385 -0.61114
O 1.43642 1.15121 0.58755
O 0.60969 0.27412 -1.29733
H -0.01747 6.22526 -2.52651
H -0.44398 4.53312 -2.72772
H 1.25322 5.00419 -2.62472
H -1.38968 6.47328 -0.49352
H 0.26573 5.00401 3.15561
H 1.87343 3.60840 1.82724
H 2.20807 2.16086 -2.24882
H 0.56535 2.70305 -1.93692
Cl 0.19483 -0.32502 4.46231
C 0.91537 0.01667 3.06125
H 0.55374 0.86462 2.47967
H 1.78483 -0.63062 2.70070
*
```

Mulliken analysis output, partial charges in e:
1. Pd 1.10
2. C -1.20
3. C 0.60
4. C -0.91
5. C -0.49
6. C -0.76
7. C 0.25
8. N 0.37
9. Sb 0.92
10. C -0.12
11. C -0.92
12. C -0.44
13. C -1.00
14. C 0.47
15. C -1.11
16. N 1.09
17. C -0.46
18. C -0.75
19. C -0.63
20. C -0.74
21. C 0.34
22. C -1.25
23. N 0.69
24. H 0.41
25. H -0.03
26. H 0.36
27. H 0.54
28. H 0.46
29. H 0.50
30. H 0.51
31. H 0.42
32. H 0.52
33. H 0.50
34. H 0.13
35. H -0.04
36. H 0.56
37. H 0.55
38. H 0.72
39. H 0.24
40. H 0.39
41. H 0.12
42. O -0.83
43. C -0.27
44. C -0.57
45. C -0.68
46. C -0.03
47. O -0.52
48. N 0.80
49. H 0.36
50. H 0.29
51. H 0.26
52. H 0.30
53. C -1.58
54. C 0.92
55. C -0.72
56. C 0.23
57. Cl -0.21
58. C -0.71
59. C -0.18
60. C 0.21
61. O -0.61
62. C -0.23
63. C -0.09
64. O -0.52
65. O -0.55
66. H 0.53
67. H 0.22
68. H 0.35
69. H 0.46
70. H 0.48
71. H 0.55
72. H 0.40
73. H -0.11
74. Cl 0.09
75. C 0.79
76. H 0.05
77. H 0.20

=====

Record 2
The following is a DFT calculation (ωB97M-V with the def2-TZVPD basis set) of 5 unconnected molecules or ions with the total composition C2H12O4 at a distorted geometry.

Computed properties:
LUMO energy ... 0.64 eV
Kohn-Sham gap ... 10.75 eV
SMILES ... C=C.O.O.O.O
HOMO ... -10.114 eV
Max |F| ... 0.02805 hartree/bohr
ΔE to the lowest compared entry with this formula, charge and spin ... 76.3 kJ/mol

Structure (ORCA input):
```
! wB97M-V def2-TZVPD RIJCOSX def2/J DEFGRID3
* xyz 0 1
C 2.94446 1.09565 1.04515
C 3.15866 0.74865 -0.21253
H 2.04494 0.76258 1.53661
H 3.65371 1.74628 1.53838
H 2.48265 0.11447 -0.78161
H 3.98088 1.04760 -0.85451
H -1.19263 1.39948 1.28624
H -1.42061 1.05298 -0.17061
O -1.87192 1.43183 0.61137
H -2.52857 -0.27926 1.14775
H -3.46517 -1.22340 1.94286
O -2.61834 -1.17699 1.52501
H -1.46928 -2.11948 -0.19777
H -1.04064 -3.05363 -1.28869
O -0.90810 -2.14069 -0.97008
H -0.79979 -0.52002 -1.84684
H -0.30677 0.70116 -2.56738
O -0.64346 0.41279 -1.74334
*
```

Mulliken analysis output, partial charges in e:
1. C -0.37
2. C -0.47
3. H 0.21
4. H 0.22
5. H 0.18
6. H 0.22
7. H 0.34
8. H 0.41
9. O -0.72
10. H 0.39
11. H 0.30
12. O -0.68
13. H 0.32
14. H 0.30
15. O -0.65
16. H 0.35
17. H 0.31
18. O -0.69

=====

Record 3
The following is a DFT calculation (ωB97M-V with the def2-TZVPD basis set) of 2 unconnected molecules or ions with the total composition C11H15N2 at a distorted geometry.

Computed properties:
LUMO energy ... -3.77 eV
Kohn-Sham gap ... 8.56 eV
HOMO ... -12.338 eV
Max |F| ... 0.16219 hartree/bohr
ΔE to the lowest compared entry with this formula, charge and spin ... 290.7 kJ/mol

Structure (ORCA input):
```
! wB97M-V def2-TZVPD RIJCOSX def2/J DEFGRID3
* xyz 1 1
C -3.14921 -0.40621 1.70052
C -2.45775 -1.15908 0.74194
C -2.86380 0.93909 1.77094
C -1.61533 -0.54496 -0.12799
C -1.97721 1.57354 0.95010
C -1.33201 0.85649 0.04541
C 0.06045 1.15400 -1.95662
C 2.06801 -0.72669 1.50322
C 1.65240 -1.30783 0.37622
C 3.31528 -0.87232 2.28405
C 1.03779 0.46813 -4.20143
N -0.46443 1.53554 -0.82377
N 0.57104 0.85200 -2.98954
H -4.01676 -0.70053 2.23775
H -2.49010 -2.25739 0.72537
H -3.40957 1.56263 2.36903
H -1.05505 -1.20930 -0.80473
H -1.86181 2.67568 0.99798
H 0.62365 -1.29472 0.08831
H 2.34337 -1.81610 -0.33059
H -0.45919 2.57613 -0.59115
H 3.05883 -0.48138 3.30546
H 4.08591 -0.30833 1.92269
H 3.63171 -1.88102 2.31473
H 1.10265 1.25852 -4.94947
H 0.38011 -0.28946 -4.55878
H 2.02594 0.06557 -3.95891
H 1.19511 -0.26198 1.95926
*
```

Mulliken analysis output, partial charges in e:
1. C -0.71
2. C -0.51
3. C -0.55
4. C -0.51
5. C -0.70
6. C 1.17
7. C 0.51
8. C 0.16
9. C -0.74
10. C -1.11
11. C -0.67
12. N -0.21
13. N 0.02
14. H 0.41
15. H 0.35
16. H 0.45
17. H 0.48
18. H 0.27
19. H 0.19
20. H 0.25
21. H 0.29
22. H 0.29
23. H 0.31
24. H 0.35
25. H 0.31
26. H 0.33
27. H 0.31
28. H 0.27

=====

Record 4
The following is a DFT calculation (ωB97M-V with the def2-TZVPD basis set) of a molecular structure, C17H15BrIrO3 at a distorted geometry.

Computed properties:
LUMO energy (spin up / spin down) ... 2.29 / -0.03 eV
Kohn-Sham gap (spin up / spin down) ... 2.29 / 3.89 eV
HOMO (spin up / spin down) ... 0.008 / -3.914 eV
Max |F| ... 0.10449 hartree/bohr
ΔE to the lowest compared entry with this formula, charge and spin ... 0.0 kJ/mol

Structure (ORCA input):
```
! wB97M-V def2-TZVPD RIJCOSX def2/J DEFGRID3
* xyz -1 5
C 2.27444 -1.48681 0.76665
C 0.95867 -1.90034 1.26561
C 0.20252 -2.42152 0.11240
H 0.58666 -1.80896 2.28083
C 1.02008 -2.27327 -1.08081
C 2.30062 -1.68654 -0.67776
H 3.14523 -1.49820 -1.34160
H 3.06821 -1.07217 1.37430
H -0.79036 -2.85344 0.15233
H 0.73865 -2.60315 -2.08231
Ir 0.73223 -0.32868 -0.10756
Br 1.68453 1.72427 0.47566
C 3.82589 4.42749 -1.07070
C 4.75295 3.58570 -1.78475
C 5.63836 2.98094 -0.82004
H 4.79003 3.44823 -2.86060
C 5.25867 3.45120 0.48866
C 4.13831 4.34394 0.33377
H 3.62999 4.87332 1.13205
H 3.04200 5.03437 -1.51139
H 6.46040 2.30751 -1.04098
H 5.74103 3.19444 1.42617
O -3.48323 -1.09901 -1.96324
C -4.07577 -1.26912 -0.76166
C -5.35278 -1.81462 -0.82718
C -6.11588 -2.06228 0.31364
C -5.59789 -1.76848 1.57678
C -4.30297 -1.22876 1.67180
C -3.50807 -0.97894 0.53695
C -2.09264 -0.48684 0.75824
O -1.69780 -0.24540 1.89722
O -1.41939 -0.32577 -0.37681
H -2.61123 -0.66973 -1.79542
H -5.74391 -2.03733 -1.81076
H -7.12057 -2.48751 0.20815
H -6.18900 -1.95719 2.48241
H -3.88797 -1.00734 2.65991
*
```

Mulliken analysis output, partial charges in e:
1. C -0.33
2. C -0.56
3. C -0.37
4. H 0.32
5. C -0.53
6. C -0.48
7. H 0.38
8. H 0.48
9. H 0.40
10. H 0.39
11. Ir 1.17
12. Br -0.34
13. C -0.30
14. C -0.46
15. C -0.35
16. H 0.38
17. C -0.34
18. C -0.49
19. H 0.40
20. H 0.38
21. H 0.40
22. H 0.37
23. O -0.72
24. C 0.33
25. C -0.47
26. C -0.51
27. C -0.34
28. C -0.87
29. C 0.48
30. C 0.69
31. O -0.75
32. O -1.00
33. H 0.35
34. H 0.36
35. H 0.29
36. H 0.33
37. H 0.31

=====

Record 5
The following is a DFT calculation (ωB97M-V with the def2-TZVPD basis set) of a molecular structure, C17H22BrI3KN3O2 at a distorted geometry.

Computed properties:
LUMO energy ... 0.06 eV
Kohn-Sham gap ... 8.63 eV
HOMO ... -8.569 eV
Max |F| ... 0.02635 hartree/bohr
ΔE to the lowest compared entry with this formula, charge and spin ... 38.2 kJ/mol

Structure (ORCA input):
```
! wB97M-V def2-TZVPD RIJCOSX def2/J DEFGRID3
* xyz 0 1
K 0.37159 -0.01713 0.33986
I 3.71535 -0.78557 1.17698
C 4.53617 -1.13462 3.07746
I 3.18526 -1.53086 4.65259
H 5.11475 -0.26947 3.38027
H 5.17211 -2.00927 3.00286
N -2.20116 1.42557 1.82756
C -3.15587 2.29263 1.13364
C -2.77522 2.40920 -0.33067
C -3.12929 1.17694 -1.14244
C -2.39729 1.09177 -2.46731
N -1.00732 0.70509 -2.24053
H -2.60504 1.04998 2.67757
H -1.38876 1.95927 2.11996
H -3.23698 3.28749 1.59328
H -4.14397 1.83247 1.23084
H -1.69883 2.60479 -0.40007
H -3.24593 3.29025 -0.77934
H -4.21176 1.15142 -1.31163
H -2.92082 0.27399 -0.55770
H -2.40239 2.07513 -2.95152
H -2.91866 0.40795 -3.15333
H -0.44170 0.85348 -3.06916
H -0.95235 -0.29572 -2.06024
Br 4.20844 0.28828 -6.28418
C 2.98392 -0.80596 -5.35016
C 2.32405 -1.82012 -6.02672
C 1.42585 -2.61676 -5.33249
C 1.18379 -2.39400 -3.98669
C 1.85125 -1.37307 -3.32167
C 2.76040 -0.57708 -4.00434
C 1.55550 -1.09781 -1.86145
O 0.64055 -1.76457 -1.32516
O 2.21685 -0.18520 -1.31003
H 2.51205 -1.98277 -7.07733
H 0.91217 -3.41055 -5.85557
H 0.48016 -2.99797 -3.43464
H 3.27395 0.20846 -3.46946
I 1.42065 2.26252 3.27455
C 0.25932 0.74961 4.10892
C -0.18394 0.90442 5.42021
C -0.96034 -0.10366 5.95397
C -1.26204 -1.20852 5.16738
C -0.76574 -1.25194 3.87934
N -0.00826 -0.29068 3.34505
H 0.07675 1.78212 5.99072
H -1.32866 -0.03250 6.96881
H -1.86403 -2.02439 5.53768
H -0.97448 -2.10263 3.24431
*
```

Mulliken analysis output, partial charges in e:
1. K 0.84
2. I 0.12
3. C -0.82
4. I 0.03
5. H 0.35
6. H 0.36
7. N -0.21
8. C -0.91
9. C -0.37
10. C -0.39
11. C -0.93
12. N -0.37
13. H 0.18
14. H 0.03
15. H 0.38
16. H 0.39
17. H 0.24
18. H 0.34
19. H 0.34
20. H 0.26
21. H 0.40
22. H 0.38
23. H 0.18
24. H 0.20
25. Br -0.21
26. C 0.00
27. C -0.33
28. C -0.55
29. C -0.41
30. C 0.29
31. C -0.27
32. C 0.68
33. O -0.98
34. O -0.96
35. H 0.40
36. H 0.39
37. H 0.42
38. H 0.50
39. I 0.10
40. C -0.29
41. C -0.42
42. C -0.44
43. C -0.54
44. C -0.49
45. N 0.40
46. H 0.42
47. H 0.42
48. H 0.45
49. H 0.42

=====

Record 6
The following is a DFT calculation (ωB97M-V with the def2-TZVPD basis set) of C4H5NO in the gas phase.

Computed properties:
LUMO energy ... 0.79 eV
Kohn-Sham gap ... 9.57 eV
SMILES ... [H]/N=C/C(O)=C=C
HOMO ... -8.779 eV
Max |F| ... 0.00948 hartree/bohr
ΔE to the lowest compared entry with this formula, charge and spin ... 236.3 kJ/mol

Structure (ORCA input):
```
! wB97M-V def2-TZVPD RIJCOSX def2/J DEFGRID3
* xyz 0 1
O 2.00234 -0.21848 -0.44572
C 0.65812 -0.17189 -0.17179
C -0.07634 -1.39273 -0.56174
N -1.33602 -1.46049 -0.41374
C -0.65345 1.82601 0.88203
C 0.02091 0.85658 0.33522
H 2.39652 0.59970 -0.11438
H 0.55414 -2.17118 -1.00891
H -1.69001 -2.35323 -0.75182
H -1.24050 2.52532 0.29023
H -0.63572 1.96038 1.96062
*
```

Mulliken analysis output, partial charges in e:
1. O -0.50
2. C 0.43
3. C -0.25
4. N -0.57
5. C -0.80
6. C 0.31
7. H 0.30
8. H 0.37
9. H 0.25
10. H 0.24
11. H 0.23